1.
Density functional theory data (the ωB97M-V functional and the def2-TZVPD basis) for a 11-piece molecular cluster, C12H46N12O11 overall at a distorted geometry.

Last column: Löwdin charge in e.
Cartesian coordinates (Å):
N1 -0.11 -2.56 -3.73  0.16
C1 -0.80 -1.46 -3.55  -0.62
N2 -1.29 -1.52 -2.37  0.12
O1 -0.79 -0.39 -4.40  -0.10
H1 0.57 -2.70 -4.52  0.14
H2 -0.12 -3.26 -3.02  0.10
H3 -2.17 -1.00 -2.10  0.05
H4 -1.28 -2.41 -1.80  0.09
N3 -4.52 -1.91 -1.13  0.16
C2 -4.31 -0.93 -1.96  -0.59
N4 -3.32 -0.15 -1.46  0.11
O2 -4.88 -0.82 -3.19  -0.08
H5 -5.26 -2.57 -1.37  0.13
H6 -4.28 -1.83 -0.11  0.07
H7 -3.03 0.62 -2.00  0.12
H8 -3.15 -0.18 -0.40  0.07
N5 -3.59 2.32 3.65  0.16
C3 -2.48 2.60 3.00  -0.50
N6 -1.59 3.10 3.87  0.14
O3 -2.07 2.35 1.67  -0.15
H9 -4.29 1.86 3.11  0.05
H10 -3.84 2.94 4.47  0.15
H11 -0.60 3.29 3.59  0.10
H12 -1.92 3.36 4.84  0.14
N7 -0.75 -1.81 1.18  0.14
C4 -1.33 -2.95 0.96  -0.59
N8 -2.11 -3.36 1.91  0.12
O4 -1.48 -3.41 -0.34  -0.09
H13 -0.12 -1.48 0.43  0.09
H14 -0.34 -1.48 2.12  0.20
H15 -2.74 -4.27 1.88  0.21
H16 -1.90 -3.17 2.91  0.15
N9 4.61 1.33 -0.08  0.16
C5 4.89 1.00 -1.26  -0.77
N10 4.33 -0.13 -1.55  0.17
O5 5.69 1.68 -2.04  -0.07
H17 5.18 2.18 0.20  0.16
H18 3.84 1.06 0.52  0.06
H19 4.31 -0.39 -2.60  0.13
H20 3.65 -0.58 -0.92  0.06
N11 -2.80 -0.10 1.14  0.13
C6 -3.95 -0.37 1.62  -0.64
N12 -4.22 -1.63 1.62  0.13
O6 -4.90 0.58 1.92  -0.10
H21 -2.60 0.95 1.05  0.09
H22 -2.03 -0.82 1.06  0.08
H23 -5.11 -1.90 2.08  0.16
H24 -3.48 -2.34 1.70  0.06
C7 1.37 1.99 -0.88  -0.06
C8 -0.06 1.41 -1.00  -0.19
O7 0.19 0.00 -0.77  -0.16
H25 1.80 1.80 0.04  0.01
H26 1.52 3.08 -1.09  0.11
H27 2.08 1.46 -1.49  0.05
H28 -0.46 1.52 -2.02  0.13
H29 -0.74 1.85 -0.31  0.08
H30 -0.56 -0.40 -1.21  0.02
C9 1.32 3.82 2.16  -0.20
O8 1.59 3.05 3.28  -0.12
H31 2.08 3.72 1.31  0.10
H32 1.27 4.91 2.39  0.09
H33 0.37 3.70 1.71  0.04
H34 2.02 2.27 2.91  0.01
C10 3.88 0.82 2.85  -0.14
O9 2.62 0.84 2.25  -0.17
H35 3.80 0.39 3.86  0.10
H36 4.40 1.86 2.81  0.13
H37 4.43 0.23 2.15  0.07
H38 2.35 -0.08 2.18  0.09
C11 2.03 -2.38 -0.51  -0.13
O10 2.38 -1.14 0.08  -0.19
H39 2.88 -3.11 -0.70  0.11
H40 1.70 -2.29 -1.51  0.05
H41 1.31 -2.92 0.15  0.08
H42 1.66 -0.45 -0.17  0.07
C12 2.35 -0.28 -4.01  -0.15
O11 3.42 -1.21 -4.14  -0.11
H43 1.59 -0.43 -4.71  0.05
H44 2.66 0.62 -4.49  0.09
H45 2.03 -0.10 -3.02  0.04
H46 3.16 -1.92 -4.71  0.06

Output
Spin multiplicity: 1
SMILES: NC(N)=O.NC(N)=O.NC(N)=O.NC(N)=O.NC(N)=O.NC(N)=O.CCO.CO.CO.CO.CO
Kohn-Sham gap, Eh: 0.280
LUMO, eV: -1.0
Highest occupied orbital energy, eV: -8.6
Relative energy (zero: lowest compared OMol25 entry of this formula, charge and spin), kJ/mol: 253.2

=====

2.
Density functional theory data (the ωB97M-V functional and the def2-TZVPD basis) for C40H59AsN3O2PbS2Si3 as an isolated structure at a distorted geometry.

Last column: Löwdin charge in e.
Cartesian coordinates (Å):
Pb1 -0.71 0.11 -0.98  1.34
C1 -4.18 0.24 -2.47  -0.11
O1 -3.06 -0.41 -1.85  -0.46
Si1 -2.87 -2.06 -1.77  0.27
C2 -4.67 -2.70 -1.63  -0.13
C3 -2.23 -2.62 -3.44  -0.15
C4 -1.58 -2.07 -0.45  -0.56
Si2 -2.24 -1.91 1.27  0.39
C5 -3.24 -0.29 1.25  -0.25
C6 -3.46 -3.25 1.75  -0.17
C7 -1.02 -1.74 2.73  -0.14
Si3 -0.62 -3.78 -0.57  0.37
C8 0.45 -4.24 0.87  -0.17
C9 -1.82 -5.13 -0.74  -0.19
C10 0.60 -4.14 -1.97  -0.17
H1 -5.03 0.23 -1.77  0.08
H2 -4.58 -0.22 -3.34  0.08
H3 -3.87 1.29 -2.64  0.10
H4 -5.24 -2.56 -2.56  0.05
H5 -5.23 -2.19 -0.92  0.00
H6 -4.74 -3.73 -1.35  0.03
H7 -2.99 -2.59 -4.25  0.05
H8 -1.68 -3.56 -3.39  0.00
H9 -1.33 -2.04 -3.80  0.03
H10 -4.08 -0.35 0.55  0.08
H11 -1.49 0.74 1.55  0.08
H12 -3.55 -0.07 2.28  0.09
H13 -4.20 -3.41 0.92  0.03
H14 -4.00 -3.01 2.72  0.06
H15 -2.90 -4.17 1.87  0.02
H16 -0.27 -0.95 2.51  0.00
H17 -0.53 -2.71 2.91  0.02
H18 -1.68 -1.57 3.57  0.03
H19 1.26 -3.54 1.01  0.00
H20 0.93 -5.13 0.45  0.05
H21 0.12 -4.46 1.89  0.03
H22 -2.73 -5.01 -0.20  0.00
H23 -1.39 -6.15 -0.53  0.07
H24 -2.12 -5.13 -1.81  0.04
H25 0.64 -5.25 -1.93  0.05
H26 1.60 -3.79 -1.54  -0.01
H27 0.58 -3.65 -2.98  0.05
C11 -0.99 0.86 -5.44  -0.07
C12 0.34 0.27 -5.25  -0.67
N1 0.74 -0.34 -4.21  0.06
C13 2.05 -0.80 -4.29  -0.34
C14 2.67 -0.55 -5.47  -0.33
S1 1.56 0.26 -6.49  1.06
C15 2.59 -1.52 -3.13  -0.31
C16 3.53 -2.51 -3.25  -0.36
S2 4.03 -3.07 -1.73  1.07
C17 2.98 -1.93 -0.95  -0.66
N2 2.26 -1.27 -1.78  0.07
C18 3.05 -1.75 0.53  -0.08
H28 -1.68 0.06 -5.73  0.09
H29 -1.00 1.60 -6.29  0.10
H30 -1.29 1.31 -4.52  0.06
H31 3.62 -0.88 -5.91  0.09
H32 3.85 -3.05 -4.15  0.10
H33 3.82 -1.02 0.86  0.09
H34 3.29 -2.74 0.91  0.07
H35 2.13 -1.26 0.97  0.06
O2 0.63 0.66 0.98  -0.66
As1 1.81 1.73 1.54  1.25
C19 3.09 0.80 2.66  -0.30
C20 2.66 -0.28 3.45  -0.11
C21 3.56 -0.83 4.35  -0.06
C22 4.92 -0.45 4.34  -0.05
C23 5.33 0.53 3.44  -0.08
C24 4.44 1.29 2.73  -0.06
C25 2.81 2.64 0.16  -0.29
C26 2.85 2.23 -1.20  -0.08
C27 3.53 3.00 -2.11  -0.06
C28 4.27 4.14 -1.68  -0.06
C29 4.14 4.58 -0.39  -0.08
C30 3.45 3.82 0.53  -0.14
C31 1.07 3.16 2.55  -0.33
C32 0.85 3.04 3.89  -0.10
C33 0.25 4.10 4.61  -0.07
C34 -0.07 5.23 3.91  -0.09
C35 0.26 5.41 2.57  -0.06
C36 0.82 4.37 1.88  -0.13
H36 1.72 -0.70 3.23  0.07
H37 3.23 -1.66 4.99  0.12
H38 5.62 -1.01 5.00  0.12
H39 6.37 0.69 3.36  0.10
H40 4.70 2.18 2.18  0.09
H41 2.42 1.26 -1.44  0.07
H42 3.62 2.75 -3.19  0.12
H43 4.96 4.70 -2.34  0.12
H44 4.59 5.51 -0.10  0.11
H45 3.40 4.30 1.49  0.11
H46 1.00 2.06 4.42  0.12
H47 -0.03 3.98 5.71  0.14
H48 -0.70 6.00 4.38  0.12
H49 -0.06 6.30 2.02  0.12
H50 0.91 4.38 0.82  0.10
C37 -4.28 2.31 0.60  -0.02
C38 -2.81 2.15 1.04  -0.57
C39 -1.88 3.06 0.20  -0.06
C40 -2.73 2.50 2.53  -0.02
N3 -2.26 0.76 0.82  -0.16
H51 -4.58 3.34 0.69  0.10
H52 -4.89 1.73 1.25  0.07
H53 -4.41 1.95 -0.40  0.05
H54 -1.86 4.12 0.45  0.09
H55 -2.18 2.93 -0.87  0.09
H56 -0.85 2.69 0.32  0.02
H57 -3.27 3.44 2.77  0.10
H58 -1.70 2.75 2.81  0.07
H59 -3.10 1.67 3.13  0.08

Output
Spin multiplicity: 1
Kohn-Sham gap, Eh: 0.301
LUMO, eV: -2.0
Highest occupied orbital energy, eV: -10.2
Relative energy (zero: lowest compared OMol25 entry of this formula, charge and spin), kJ/mol: 0.0
Charge: +1

=====

3.
Density functional theory data (the ωB97M-V functional and the def2-TZVPD basis) for C49H62AsIrN5S6Sb2Si3 as an isolated structure at a distorted geometry.

Last column: Löwdin charge in e.
Cartesian coordinates (Å):
Ir1 0.13 -0.32 0.38  0.55
C1 1.21 -4.55 2.52  -0.32
Sb1 1.27 -3.01 0.98  1.17
C2 0.00 -1.67 2.20  -0.55
C3 0.97 -1.06 3.05  -0.49
C4 0.62 -0.26 4.17  -0.07
C5 1.60 0.28 4.96  -0.07
C6 2.94 0.04 4.64  -0.05
C7 3.20 -0.76 3.55  -0.14
N1 2.27 -1.30 2.78  0.04
Si1 -1.62 -2.26 3.03  0.47
C8 -2.62 -3.54 2.04  -0.23
C9 -2.83 -0.88 3.60  -0.19
C10 -1.15 -3.09 4.70  -0.16
C11 3.80 -1.99 -0.42  -0.29
C12 3.66 -0.71 0.22  -0.43
C13 4.78 -0.17 0.89  -0.06
C14 4.84 1.17 1.20  -0.05
C15 3.76 1.97 0.85  -0.06
C16 2.64 1.36 0.31  -0.21
N2 2.55 0.06 0.05  0.04
Si2 4.05 -1.73 -2.30  0.54
C17 4.32 -3.35 -3.25  -0.18
C18 2.78 -0.68 -3.25  -0.23
C19 5.67 -0.69 -2.41  -0.16
Si3 4.79 -3.42 0.37  0.50
C20 4.83 -3.51 2.28  -0.17
C21 4.07 -5.10 -0.21  -0.16
C22 6.64 -3.41 -0.16  -0.18
H1 0.22 -5.00 2.56  -0.01
H2 1.43 -4.06 3.47  0.00
H3 1.95 -5.31 2.32  0.00
H4 -0.42 -0.08 4.38  0.10
H5 1.34 0.89 5.81  0.11
H6 3.74 0.44 5.24  0.10
H7 4.22 -1.00 3.28  0.09
H8 -2.91 -3.16 1.06  -0.03
H9 -3.54 -3.79 2.57  0.03
H10 -2.07 -4.46 1.88  -0.02
H11 -2.85 -0.01 2.96  -0.03
H12 -2.60 -0.54 4.61  0.02
H13 -3.84 -1.29 3.62  0.03
H14 -0.99 -4.15 4.61  0.02
H15 -1.96 -2.95 5.41  0.03
H16 -0.26 -2.65 5.15  0.02
H17 5.62 -0.82 1.09  0.10
H18 5.71 1.59 1.68  0.11
H19 3.76 3.04 1.03  0.10
H20 1.78 1.96 0.06  0.01
H21 3.45 -3.99 -3.21  -0.01
H22 5.18 -3.91 -2.89  0.01
H23 4.50 -3.13 -4.30  0.03
H24 1.99 -1.31 -3.64  -0.04
H25 3.25 -0.17 -4.09  0.03
H26 2.33 0.06 -2.60  -0.04
H27 6.42 -1.03 -1.71  0.01
H28 5.46 0.35 -2.20  0.01
H29 6.10 -0.75 -3.41  0.03
H30 3.85 -3.29 2.69  -0.02
H31 5.54 -2.82 2.71  0.02
H32 5.11 -4.50 2.60  0.04
H33 3.01 -5.17 0.02  -0.01
H34 4.57 -5.92 0.30  0.03
H35 4.19 -5.25 -1.27  0.01
H36 7.17 -2.55 0.22  0.02
H37 6.75 -3.41 -1.24  0.01
H38 7.14 -4.30 0.22  0.03
S1 -2.73 -3.11 -2.71  -0.17
As1 -0.70 -3.15 -2.10  -0.50
S2 -0.02 -1.09 -1.88  0.04
S3 -0.40 -4.32 -0.25  0.08
S4 0.42 -3.98 -3.70  -0.12
C23 -4.82 0.11 -1.23  -0.02
N3 -4.19 1.07 -0.37  -0.10
C24 -4.57 2.36 -0.14  -0.03
C25 -3.72 2.90 0.75  -0.03
N4 -2.78 1.93 1.09  -0.01
C26 -3.07 0.80 0.36  -0.66
S5 -2.38 -0.71 0.36  0.76
C27 -1.70 2.20 1.93  -0.29
C28 -1.84 3.22 2.87  0.01
C29 -0.75 3.65 3.59  -0.03
C30 0.47 3.03 3.36  -0.03
C31 0.50 1.97 2.48  -0.16
N5 -0.54 1.53 1.78  0.02
H39 -5.77 0.52 -1.57  0.10
H40 -4.99 -0.82 -0.69  0.09
H41 -4.19 -0.13 -2.08  0.09
H42 -5.43 2.78 -0.61  0.13
H43 -3.65 3.90 1.11  0.12
H44 -2.81 3.67 3.04  0.11
H45 -0.84 4.46 4.30  0.12
H46 1.37 3.34 3.86  0.11
H47 1.43 1.45 2.30  0.08
S6 -0.51 2.15 -1.03  0.19
Sb2 0.07 3.46 -2.78  1.32
C32 -0.26 2.72 -4.75  -0.35
C33 -0.55 1.38 -4.97  -0.10
C34 -0.80 0.93 -6.25  -0.05
C35 -0.75 1.83 -7.31  -0.07
C36 -0.45 3.16 -7.09  -0.08
C37 -0.21 3.61 -5.81  -0.13
C38 2.12 4.13 -2.81  -0.33
C39 3.04 3.23 -3.31  -0.12
C40 4.39 3.54 -3.30  -0.07
C41 4.82 4.76 -2.79  -0.07
C42 3.89 5.65 -2.27  -0.08
C43 2.54 5.33 -2.27  -0.12
C44 -1.40 5.00 -2.48  -0.35
C45 -2.71 4.54 -2.53  -0.15
C46 -3.75 5.35 -2.12  -0.09
C47 -3.48 6.62 -1.64  -0.08
C48 -2.18 7.08 -1.59  -0.08
C49 -1.14 6.27 -2.01  -0.12
H48 -0.59 0.69 -4.13  0.07
H49 -1.02 -0.11 -6.42  0.12
H50 -0.94 1.48 -8.32  0.11
H51 -0.42 3.86 -7.92  0.10
H52 0.02 4.66 -5.63  0.10
H53 2.71 2.28 -3.71  0.09
H54 5.11 2.84 -3.69  0.11
H55 5.87 5.01 -2.78  0.11
H56 4.22 6.60 -1.87  0.11
H57 1.83 6.03 -1.84  0.08
H58 -2.91 3.53 -2.88  0.10
H59 -4.76 4.99 -2.16  0.10
H60 -4.29 7.25 -1.29  0.10
H61 -1.97 8.08 -1.22  0.11
H62 -0.12 6.64 -1.97  0.08

Output
Spin multiplicity: 2
Expectation value of S²: 0.7706
Kohn-Sham gap (alpha / beta), Eh: 0.169 / 0.165
LUMO (alpha / beta), eV: -1.1 / -1.2
Highest occupied orbital energy (alpha / beta), eV: -5.7 / -5.7
Relative energy (zero: lowest compared OMol25 entry of this formula, charge and spin), kJ/mol: 369.2

=====

4.
Density functional theory data (the ωB97M-V functional and the def2-TZVPD basis) for a 3-piece molecular cluster, C27H43F7N4O15P2S overall at a distorted geometry.

Last column: Löwdin charge in e.
Cartesian coordinates (Å):
C1 3.70 -6.19 1.36  -0.10
C2 3.06 -4.79 1.27  -0.24
C3 2.86 -4.38 -0.17  -0.22
O1 2.65 -2.99 -0.34  -0.17
C4 1.33 -2.69 -0.78  -0.18
C5 1.08 -1.20 -0.85  -0.38
C6 -0.03 -0.91 -1.88  -0.15
C7 0.17 -1.38 -3.31  -0.25
N1 -1.07 -0.96 -4.05  0.01
O2 0.97 -0.45 0.37  -0.09
C8 0.15 -0.82 1.41  -0.52
F1 -0.94 -1.56 0.98  0.01
P1 1.06 -2.09 2.58  0.95
N2 0.81 -1.67 4.22  -0.15
O3 2.65 -1.80 2.44  -0.31
C9 -0.48 0.46 2.09  -0.27
C10 -1.83 -0.02 2.70  -0.17
O4 -1.89 -0.87 3.57  0.15
C11 -3.21 0.48 2.19  -0.37
F2 -3.49 -0.09 1.02  0.13
F3 -3.29 1.81 2.09  0.17
C12 -4.41 0.08 3.12  -0.35
F4 -4.60 -1.24 3.17  0.16
F5 -5.48 0.57 2.46  0.15
C13 -4.43 0.74 4.53  -0.37
F6 -3.27 1.33 4.87  0.15
F7 -5.35 1.69 4.54  0.17
C14 -4.82 -0.26 5.65  -0.37
O5 -5.89 -0.17 6.20  0.19
O6 -3.87 -1.19 5.99  0.11
C15 -0.75 1.59 1.03  -0.23
C16 -1.39 1.25 -0.12  -0.05
C17 -1.64 2.24 -1.04  -0.04
C18 -1.22 3.48 -0.70  -0.07
C19 -0.61 3.75 0.48  -0.11
N3 -0.37 2.79 1.37  0.16
N4 0.34 1.01 3.14  -0.47
S1 1.96 1.26 2.80  0.88
C20 -0.32 1.64 4.28  -0.28
C21 0.61 2.48 5.14  -0.11
P2 2.65 -0.49 -1.58  0.53
O7 3.27 -1.34 -2.58  -0.22
O8 2.27 0.94 -2.21  -0.13
O9 3.66 -0.10 -0.40  -0.09
H1 3.38 -6.77 0.50  0.07
H2 4.79 -6.15 1.36  0.07
H3 3.38 -6.67 2.27  0.06
H4 2.12 -4.81 1.81  0.08
H5 3.75 -4.09 1.75  0.10
H6 2.07 -4.97 -0.65  0.13
H7 3.79 -4.61 -0.69  0.13
H8 1.20 -3.17 -1.75  0.12
H9 0.64 -3.20 -0.10  0.12
H10 -0.10 0.17 -1.94  0.09
H11 -0.99 -1.30 -1.55  0.12
H12 0.28 -2.45 -3.43  0.11
H13 0.98 -0.88 -3.83  0.09
H14 -0.94 -1.28 -5.00  0.07
H15 -1.82 -1.55 -3.68  0.05
H16 0.07 -2.27 4.57  0.03
H17 1.63 -1.85 4.78  0.05
H18 2.83 -1.07 1.82  0.01
H19 -4.15 -2.03 5.61  0.13
H20 -1.72 0.26 -0.35  0.10
H21 -2.12 2.03 -1.97  0.12
H22 -1.37 4.29 -1.40  0.11
H23 -0.32 4.77 0.69  0.11
H24 2.64 0.78 3.87  -0.09
H25 -1.14 2.30 4.00  0.11
H26 -0.67 0.85 4.94  0.10
H27 1.00 3.34 4.62  0.07
H28 1.38 1.88 5.62  0.06
H29 -0.01 2.86 5.95  0.08
H30 2.20 0.86 -3.17  0.10
H31 3.33 0.73 -0.03  0.07
C22 3.41 3.55 -2.08  -0.04
O10 4.56 4.35 -2.34  0.01
C23 4.95 4.33 -3.61  -0.63
O11 4.42 3.72 -4.50  0.12
O12 6.03 5.11 -3.73  0.01
C24 6.55 5.18 -5.06  -0.04
H32 3.18 3.64 -1.02  0.10
H33 2.55 3.91 -2.64  0.10
H34 3.60 2.51 -2.30  0.06
H35 5.82 5.60 -5.74  0.10
H36 6.86 4.19 -5.40  0.10
H37 7.42 5.83 -5.02  0.09
C25 -4.74 -0.35 -1.72  -0.03
O13 -4.31 -1.14 -2.84  -0.01
C26 -4.67 -0.66 -4.03  -0.63
O14 -5.31 0.34 -4.22  0.13
O15 -4.21 -1.48 -4.96  -0.01
C27 -4.52 -1.09 -6.30  -0.04
H38 -4.38 -0.84 -0.83  0.08
H39 -4.31 0.65 -1.77  0.09
H40 -5.82 -0.29 -1.68  0.11
H41 -4.09 -0.12 -6.53  0.10
H42 -5.60 -1.06 -6.45  0.10
H43 -4.09 -1.84 -6.96  0.09

Output
Spin multiplicity: 1
SMILES: CCCOC[C@@](CCN)(O[C@@](F)(P(N)O)[C@](C(=O)C(F)(F)C(F)(F)C(F)(F)C(=O)O)(c1ccccn1)N(S)CC)P(=O)(O)O.COC(=O)OC.COC(=O)OC
Kohn-Sham gap, Eh: 0.283
LUMO, eV: -0.4
Highest occupied orbital energy, eV: -8.1

=====

| no. | DFT total energy (a.u.) |
| --- | --- |
| 1 | -1969.3846 |
| 2 | -5967.7273 |
| 3 | -8256.3551 |
| 4 | -4182.2444 |